Density functional theory data (ωB97M-V/def2-TZVPD) for the molecule C7H8O at a distorted geometry.

ORCA input file:
```
! RIJCOSX wB97M-V def2-TZVPD def2/J DEFGRID3
* xyz 0 1
C 0.459 -0.176 0.728
C -0.302 0.662 -0.040
C -1.169 1.746 -0.593
C 0.957 -0.990 1.644
C -0.751 0.661 -1.493
C 0.247 -1.943 2.518
C 0.222 1.110 -2.555
O -1.704 2.775 -0.435
H 1.951 -0.808 1.904
H -1.451 -0.227 -1.626
H -0.863 -1.957 2.349
H 0.219 -1.712 3.519
H 0.784 -2.877 2.352
H 1.029 0.455 -2.391
H 0.508 2.189 -2.366
H -0.139 1.094 -3.514
*
```

The value obtained for the total energy is -9431.445 eV. The calculation puts the orbital gap at 9.06 eV. The value obtained for the highest occupied orbital energy is -8.961 eV. Its structure (SMILES) is CC=C=C1C(=O)[C@H]1C. For the relative energy (zero: lowest compared OMol25 entry of this formula, charge and spin), the calculation gives 110.63 kcal per mole.

Density functional theory data (ωB97M-V/def2-TZVPD) for the molecule C2H6N2O at a distorted geometry.

ORCA input file:
```
! RIJCOSX wB97M-V def2-TZVPD def2/J DEFGRID3
* xyz 0 1
C 0.383 0.120 0.681
C 1.065 -1.217 0.151
N -1.135 0.768 -1.163
N -0.604 0.957 0.124
O 0.745 0.337 1.853
H -1.100 1.340 1.006
H 0.843 -1.790 1.060
H 0.578 -1.711 -0.745
H 2.175 -1.078 0.059
H -2.127 0.645 -1.317
H -0.824 1.629 -1.709
*
```

The value obtained for the total energy is -7197.477 eV. The calculation puts the orbital gap at 10.40 eV. The value obtained for the highest occupied orbital energy is -9.505 eV. Its structure (SMILES) is CC(=O)NN. For the relative energy (zero: lowest compared OMol25 entry of this formula, charge and spin), the calculation gives 53.27 kcal per mole.

Density functional theory data (ωB97M-V/def2-TZVPD) for a cluster of 2 separate species, C8H12 in total at a distorted geometry.

ORCA input file:
```
! RIJCOSX wB97M-V def2-TZVPD def2/J DEFGRID3
* xyz 0 1
C -3.044 0.585 0.610
C -3.005 0.114 -0.853
C -1.912 0.206 -0.222
C 0.231 -0.238 -0.176
C 1.431 0.251 0.212
C -0.091 -1.278 -1.143
C 2.741 -0.316 -0.221
C 1.414 1.184 1.360
H -3.392 1.736 0.679
H -3.549 0.020 1.442
H -3.635 -0.037 -1.740
H -1.000 -1.756 -0.864
H 0.582 -2.163 -1.162
H -0.345 -1.134 -2.209
H 3.306 0.201 -0.921
H 2.769 -1.383 -0.471
H 3.350 -0.263 0.710
H 2.091 2.060 1.297
H 1.701 0.668 2.273
H 0.356 1.542 1.399
*
```

The value obtained for the total energy is -8483.189 eV. The calculation puts the orbital gap at 9.37 eV. The value obtained for the highest occupied orbital energy is -8.712 eV. For the relative energy (zero: lowest compared OMol25 entry of this formula, charge and spin), the calculation gives 147.44 kcal per mole.

Density functional theory data (ωB97M-V/def2-TZVPD) for the molecule C4H8O2.

ORCA input file:
```
! RIJCOSX wB97M-V def2-TZVPD def2/J DEFGRID3
* xyz 0 1
C -2.292 -0.239 -0.370
O -1.089 0.931 0.109
C -0.014 0.322 0.846
C 0.789 -0.654 0.024
C 1.939 -0.165 -0.745
O 2.116 -0.822 0.499
H -2.485 -0.603 0.662
H -3.085 0.529 -0.485
H -0.763 1.131 -0.782
H -0.493 -0.166 1.697
H 0.643 1.118 1.211
H 0.278 -1.558 -0.300
H 2.178 0.900 -0.748
H 2.278 -0.722 -1.617
*
```

The value obtained for the total energy is -8367.091 eV. The calculation puts the orbital gap at 8.42 eV. The value obtained for the highest occupied orbital energy is -7.843 eV. For the relative energy (zero: lowest compared OMol25 entry of this formula, charge and spin), the calculation gives 142.76 kcal per mole.

Density functional theory data (ωB97M-V/def2-TZVPD) for a cluster of 3 separate species, C19H34NO6S3 in total.

ORCA input file:
```
! RIJCOSX wB97M-V def2-TZVPD def2/J DEFGRID3
* xyz 1 1
O 1.781 -2.037 0.583
C 1.061 -1.448 1.679
C 1.169 0.055 1.643
C 0.609 0.758 0.374
C -0.312 -0.102 -0.406
C -1.596 -0.352 0.055
C -2.476 -1.174 -0.625
C -3.847 -1.464 -0.117
C -4.232 -0.765 1.185
C -3.458 -1.240 2.427
O -3.087 -0.112 3.236
C -2.034 -1.724 -1.845
S -3.076 -2.726 -2.870
C -0.759 -1.439 -2.288
N 0.067 -0.655 -1.567
H 1.255 -2.769 0.258
H 0.036 -1.819 1.686
H 1.514 -1.783 2.611
H 2.212 0.301 1.805
H 0.640 0.441 2.507
H 1.414 1.165 -0.231
H 0.014 1.600 0.709
H -1.893 0.137 0.965
H -4.579 -1.251 -0.889
H -3.926 -2.540 0.049
H -5.275 -1.003 1.371
H -4.188 0.316 1.114
H -2.545 -1.764 2.153
H -4.060 -1.921 3.019
H -2.146 -0.159 3.420
H -2.576 -3.949 -2.633
H -0.376 -1.835 -3.215
H 1.006 -0.461 -1.887
C -0.540 4.464 5.820
C 0.580 5.303 5.189
C 1.407 4.369 4.296
S 0.282 3.078 3.759
O 0.715 1.816 4.313
O 0.020 3.208 2.342
C -1.141 3.646 4.681
H -1.293 5.088 6.298
H -0.125 3.798 6.578
H 0.142 6.099 4.584
H 1.206 5.774 5.944
H 1.803 4.874 3.419
H 2.215 3.889 4.845
H -1.721 2.788 5.014
H -1.737 4.267 4.012
C 3.814 -2.223 -6.475
C 3.806 -2.417 -4.953
C 2.617 -1.621 -4.401
S 1.390 -1.567 -5.724
O 1.229 -0.200 -6.138
O 0.249 -2.368 -5.336
C 2.375 -2.438 -6.934
H 4.493 -2.917 -6.966
H 4.134 -1.209 -6.719
H 3.681 -3.476 -4.720
H 4.739 -2.090 -4.499
H 2.175 -2.099 -3.528
H 2.892 -0.593 -4.170
H 2.164 -2.033 -7.920
H 2.094 -3.490 -6.890
*
```

The value obtained for the total energy is -66528.890 eV. The calculation puts the orbital gap at 9.16 eV. The value obtained for the highest occupied orbital energy is -12.467 eV.

Density functional theory data (ωB97M-V/def2-TZVPD) for a cluster of 2 separate species, C6H19PSi2 in total at a distorted geometry.

ORCA input file:
```
! RIJCOSX wB97M-V def2-TZVPD def2/J DEFGRID3
* xyz 0 1
C -0.166 -3.042 -0.225
C 0.455 2.233 1.331
C 3.135 1.029 0.178
C 0.582 0.387 -1.242
C 1.025 -0.694 1.624
C -3.792 1.254 -1.406
Si -0.432 -1.863 1.157
Si 1.212 0.773 0.482
P -3.156 -0.041 -0.454
H -1.096 -3.654 -0.439
H 0.234 -2.682 -1.135
H 0.500 -3.818 0.256
H -0.612 2.111 1.645
H 0.910 2.546 2.249
H 0.516 3.006 0.680
H 3.614 1.040 1.193
H 3.458 0.360 -0.563
H 3.512 1.966 -0.170
H -0.564 0.302 -1.274
H 0.953 1.112 -2.000
H 1.023 -0.555 -1.489
H 0.983 -0.286 2.612
H 2.020 -1.333 1.760
H -3.407 2.264 -1.035
H -3.446 1.338 -2.513
H -1.234 -2.602 2.092
H -4.094 -0.085 0.714
H -3.602 -1.247 -1.022
*
```

The value obtained for the total energy is -31570.083 eV. The calculation puts the orbital gap (alpha / beta) at 6.05 / 7.97 eV. The value obtained for the highest occupied orbital energy (alpha / beta) is -6.389 / -7.774 eV. For the relative energy (zero: lowest compared OMol25 entry of this formula, charge and spin), the calculation gives 51.86 kcal per mole.